[1]
Density functional theory data (ωB97M-V/def2-TZVPD) for a 7-piece molecular cluster, C25H50N7O20P overall.

Last column: Löwdin charge in e.
CARTESIAN COORDINATES (ANGSTROEM)
P  -0.83  -0.95  1.58  1.0020
O  0.23  2.25  -4.56  0.0114
O  -3.68  -7.78  1.50  0.0652
O  -0.42  3.99  -5.74  0.0663
O  -3.04  -2.88  4.95  0.0194
O  6.86  -8.23  -2.23  0.0443
O  -0.31  -0.51  -0.86  -0.2183
O  5.77  0.36  -2.87  0.0288
O  -4.56  -1.21  0.85  0.0155
O  -2.68  5.54  3.12  -0.1287
O  0.85  -0.79  1.99  -0.3488
O  4.77  -8.93  -2.29  0.0497
O  -3.77  3.12  -2.82  -0.1762
O  1.86  -4.91  -0.21  0.0531
O  -3.18  5.95  5.46  -0.0224
O  4.05  1.72  -2.67  0.0498
O  -2.82  -0.43  -0.78  -0.0087
O  3.95  -4.20  -0.15  0.0346
O  -2.92  0.67  1.40  -0.0436
O  -1.80  -4.70  5.03  0.0537
O  -2.71  -5.81  1.58  0.0298
N  -0.49  2.81  -5.39  -0.4027
N  2.77  -4.18  0.22  -0.4137
N  -3.28  -6.73  0.99  -0.4106
N  -1.72  -1.20  3.14  -0.1747
N  5.68  -8.21  -1.86  -0.4272
N  5.25  1.48  -2.82  -0.4004
N  -2.85  -4.09  4.80  -0.4110
C  0.42  5.82  1.08  -0.2141
C  -2.61  5.13  4.53  -0.2734
C  -3.99  -4.91  4.30  0.0455
C  -0.82  4.04  6.20  0.0118
C  3.64  -1.36  -3.38  -0.1365
C  6.16  2.65  -2.96  0.0448
C  2.41  -3.19  1.27  0.0228
C  -1.53  0.33  -0.78  -0.3461
C  -2.93  4.18  -1.87  -0.0275
C  -1.56  1.98  -6.01  0.0490
C  -0.10  -1.03  -2.22  -0.1682
C  -1.85  3.79  5.12  -0.0472
C  -3.09  2.48  -1.56  -0.1574
C  -1.54  0.71  0.84  -0.3881
C  2.06  -1.22  -3.92  -0.2130
C  5.32  -7.21  -0.82  0.0284
C  -0.83  3.38  1.04  -0.1845
C  -1.05  6.51  1.30  -0.1659
C  -1.54  6.48  2.88  -0.1625
C  -1.61  1.54  -1.88  0.0024
C  -3.52  -6.55  -0.46  0.0458
C  0.38  4.30  1.73  -0.1996
C  -0.48  1.82  1.41  -0.1378
C  -3.53  -0.41  0.54  -0.2500
C  1.20  -0.26  -2.86  -0.1604
H  -3.46  4.43  -0.86  0.1085
H  3.76  -2.31  -2.69  0.0739
H  -0.12  3.19  6.64  0.0744
H  2.15  -0.68  -4.97  0.1027
H  -1.82  7.58  3.23  0.1444
H  -0.80  3.63  -0.11  0.0862
H  5.92  -7.44  0.07  0.1016
H  1.95  -0.07  -1.95  0.1151
H  0.97  0.81  -3.30  0.0778
H  -0.96  7.63  0.88  0.1223
H  0.64  1.63  1.03  0.1391
H  -2.16  -2.17  3.16  0.0220
H  -2.55  -6.42  -0.94  0.1042
H  -2.12  2.60  -6.72  0.1008
H  -1.82  5.97  0.59  0.1068
H  -3.80  2.13  -0.59  0.1745
H  -2.09  2.68  4.77  0.1184
H  4.26  -7.31  -0.59  0.0914
H  -1.78  4.21  -2.10  0.1003
H  5.55  -6.22  -1.21  0.0930
H  0.32  4.29  2.91  0.1005
H  1.32  6.44  1.54  0.1144
H  6.66  2.57  -3.93  0.1037
H  -0.73  2.31  -1.85  0.1148
H  -1.06  -1.03  -2.89  0.1387
H  3.97  -0.44  -2.73  0.0337
H  1.34  -3.28  1.49  0.0790
H  -0.94  -1.22  3.87  0.0393
H  0.63  5.78  -0.09  0.1187
H  5.58  3.57  -2.90  0.0972
H  -2.21  1.62  -5.21  0.0869
H  1.41  3.79  1.41  0.1167
H  -1.91  3.72  1.41  0.1214
H  -4.14  -5.65  -0.59  0.1050
H  -3.68  -5.37  3.36  0.0577
H  1.04  -1.26  2.86  0.0660
H  -4.03  -7.43  -0.85  0.0976
H  6.89  2.60  -2.14  0.1027
H  -0.76  5.13  6.68  0.0903
H  -4.22  -5.66  5.06  0.1063
H  4.35  -1.41  -4.31  0.0799
H  -4.85  -4.25  4.14  0.1020
H  -0.53  1.74  2.60  0.1320
H  2.63  -2.20  0.87  0.0955
H  1.55  -2.27  -4.06  0.1012
H  3.01  -3.41  2.15  0.1048
H  -1.79  1.16  -2.99  0.1124
H  -1.07  1.15  -6.53  0.1047
H  0.21  -2.17  -2.11  0.1430
H  -0.68  6.12  3.60  0.1213

## Properties
Strongest force on any atom = 9.87 eV Å⁻¹
Multiplicity = 1
Structure (SMILES) = C=CC(=O)OCCCCCC[C@@]1(P(N)O)OC(=O)O[C@]1(C[C@H]1CO1)OCCCC.C[N+](=O)[O-].C[N+](=O)[O-].C[N+](=O)[O-].C[N+](=O)[O-].C[N+](=O)[O-].C[N+](=O)[O-]
ΔE to the lowest compared entry with this formula, charge and spin = 1566.5 kJ/mol
Gap between HOMO and LUMO = 0.2756 Eh

[2]
Density functional theory data (ωB97M-V/def2-TZVPD) for C25H51CdF3O5SSe2Si4Te as an isolated structure.

Last column: Löwdin charge in e.
CARTESIAN COORDINATES (ANGSTROEM)
Te  -3.37  -0.53  0.57  0.1974
Cd  -0.96  1.27  -0.11  0.9659
Se  -2.93  2.90  0.85  0.2323
Se  0.95  2.60  0.95  0.4700
S  -0.55  0.43  -3.08  0.4169
Si  -6.18  -2.41  -1.05  0.3003
Si  -4.29  -2.80  0.29  -0.0986
Si  -5.09  -3.81  2.23  0.3155
Si  -3.02  -4.34  -0.95  0.3328
F  0.62  2.40  -4.40  0.1003
F  1.89  0.67  -4.09  0.1120
F  1.49  2.02  -2.45  0.0943
O  -0.78  -0.33  -4.27  -0.2920
O  -0.13  -0.31  -1.90  -0.4198
O  -0.59  5.10  -2.50  -0.0790
O  0.29  7.04  -0.83  -0.0798
O  -1.52  1.46  -2.73  -0.3782
C  -0.80  4.91  -0.07  -0.5820
C  -2.00  -3.43  -2.24  -0.2139
C  -5.61  -2.00  -2.80  -0.2243
C  2.21  -0.34  2.26  -0.0844
C  0.95  1.43  -3.52  -0.6580
C  4.44  1.17  1.19  -0.1091
C  1.15  -1.05  2.83  -0.0481
C  -6.51  -2.79  2.95  -0.2289
C  -7.17  -0.94  -0.42  -0.2352
C  0.47  -2.03  2.12  -0.2792
C  2.61  -0.59  0.96  -0.2347
C  -5.75  -5.55  1.87  -0.2250
C  0.63  4.37  0.13  -0.5594
C  1.90  -1.56  0.23  -0.0485
C  0.86  -2.27  0.80  -0.0395
C  -0.67  -2.77  2.76  -0.0784
C  4.80  -0.85  -0.24  -0.0806
C  -0.72  6.45  -0.01  -0.2373
C  -1.37  4.51  -1.43  -0.2375
C  -7.42  -3.85  -1.18  -0.2297
C  -3.81  -4.01  3.60  -0.2288
C  -1.83  -5.37  0.10  -0.2179
C  -1.79  4.52  1.05  -0.6149
C  -4.12  -5.61  -1.85  -0.2276
C  3.76  0.14  0.29  -0.3937
H  -4.73  -6.19  -1.15  0.0123
H  -0.48  6.74  1.02  0.1215
H  -1.24  -6.03  -0.55  0.0246
H  0.25  6.56  -1.67  0.0558
H  0.33  -3.00  0.20  0.0986
H  -6.76  -3.13  3.96  0.0189
H  -7.41  -2.88  2.33  0.0104
H  -0.57  4.47  -3.22  0.0808
H  -1.24  4.43  1.98  0.0339
H  2.69  0.43  2.84  0.0925
H  -4.83  -1.24  -2.77  0.0267
H  -4.79  -5.12  -2.56  0.0033
H  -0.62  -2.71  3.84  0.0758
H  -2.91  -4.53  3.25  0.0082
H  -7.88  -4.06  -0.21  0.0071
H  -2.52  5.32  1.16  0.0342
H  -1.30  -4.11  -2.73  0.0301
H  3.73  1.93  1.53  0.0186
H  -3.48  -6.31  -2.40  0.0207
H  -1.15  -4.73  0.65  -0.0129
H  4.38  -1.53  -0.98  0.0633
H  -0.68  -3.82  2.48  0.0563
H  -8.22  -3.58  -1.88  0.0181
H  -1.36  3.43  -1.54  0.0320
H  -6.50  -5.55  1.08  0.0040
H  0.84  -0.82  3.84  0.1069
H  3.33  0.68  -0.56  0.1252
H  -6.23  -1.74  2.99  0.0270
H  -2.64  -2.98  -3.01  0.0240
H  -6.52  -0.07  -0.30  0.0020
H  5.21  -1.44  0.58  0.0800
H  -1.62  -2.33  2.44  0.0127
H  -2.36  -6.00  0.82  0.0146
H  -4.94  -6.22  1.56  0.0116
H  1.15  4.40  -0.83  0.0453
H  4.89  0.69  2.06  0.0774
H  -7.64  -1.15  0.55  0.0096
H  -6.20  -5.97  2.78  0.0190
H  -1.70  6.87  -0.26  0.1187
H  5.63  -0.31  -0.72  0.0680
H  -2.41  4.83  -1.51  0.1190
H  -6.96  -4.77  -1.54  0.0032
H  -3.50  -3.04  3.99  0.0267
H  -4.24  -4.59  4.42  0.0213
H  2.15  -1.73  -0.80  0.1081
H  -6.44  -1.62  -3.40  0.0216
H  -5.20  -2.88  -3.31  0.0076
H  5.23  1.67  0.64  0.0718
H  -1.44  -2.61  -1.79  0.0021
H  1.16  5.05  0.79  0.0476
H  -7.96  -0.69  -1.14  0.0206

## Properties
Strongest force on any atom = 1.06 eV Å⁻¹
Multiplicity = 1
ΔE to the lowest compared entry with this formula, charge and spin = 0.0 kJ/mol
Total charge = -2
Gap between HOMO and LUMO = 0.2202 Eh

> The highest strongest force on any atom belongs to which entry?

C25H50N7O20P